No. 1
The following is a quantum chemistry calculation of a cluster of 8 separate species, C4H24NO8 in total in a non-equilibrium geometry, from the OMol25 dataset.

Positions of all 37 atoms, in Å:
O: 3.1064 -0.4119 0.1889
C: 2.9955 0.0724 1.2886
C: 1.6362 0.1137 1.9621
N: 0.6852 -0.3087 0.8873
C: -0.6856 -0.6784 1.3867
C: -1.0340 -2.0994 1.1145
H: 3.9321 0.4302 1.7397
H: 1.5580 -0.5956 2.7837
H: 1.4255 1.1641 2.1554
H: 1.1322 -1.0429 0.3322
H: 0.6803 0.5421 0.0422
H: -1.4258 -0.1662 0.7763
H: -0.6873 -0.2578 2.3890
H: -0.8851 -2.4723 0.0956
H: -2.0458 -2.2930 1.4656
H: -0.4438 -2.9501 1.5005
H: 2.5670 -3.0405 -1.4807
H: 1.6991 -4.1754 -0.8891
O: 1.7625 -3.2188 -0.9831
H: -2.6218 0.7126 -2.7015
H: -1.9936 1.9954 -3.1749
O: -1.8385 1.0468 -3.1574
H: -3.8720 0.1867 -0.4003
H: -3.7483 -1.2155 0.1255
O: -3.2113 -0.4886 -0.2137
H: 0.4612 -1.6680 -2.3418
H: -0.6107 -1.0358 -3.2852
O: -0.2167 -0.9827 -2.4102
H: -2.2720 3.4439 0.7737
H: -0.8954 3.2820 1.5678
O: -1.4747 2.9221 0.8867
H: 1.8548 2.6289 -0.4584
H: 2.7767 3.5397 0.4460
O: 2.3003 2.7046 0.3900
H: -0.3063 0.9505 -1.5306
H: -0.5192 1.9362 -0.4265
O: 0.2147 1.4296 -0.8449

Energy ... -823.2375 Eh
LUMO level ... -2.6 eV
Energy relative to the best compared isomer or geometry (same formula, charge and spin) ... 0.640 eV
Spin multiplicity ... 1
Orbital gap ... 10.60 eV
Total charge ... +1

Mulliken population analysis, charges in e, atoms 1 to 4: number 1, O, carries -0.4591; number 2, C, carries -0.0694; number 3, C, carries -0.7167; number 4, N, carries -0.0344

No. 2
The following is a quantum chemistry calculation of a cluster of 7 separate species, C4H25N2O6S in total in a non-equilibrium geometry, from the OMol25 dataset.

Positions of all 38 atoms, in Å:
N: -0.0096 1.0673 -0.3947
C: -0.8314 0.2804 -1.5320
C: -0.0444 0.1886 -2.8962
S: -0.1663 1.9547 -3.5874
C: -0.8858 -1.1880 -0.9131
N: -1.7335 -1.1569 0.2551
C: -1.6340 -2.5335 0.8081
H: -0.6188 1.1780 0.4037
H: 0.3376 1.9484 -0.7294
H: 0.7061 0.4006 -0.1664
H: -1.7975 0.6480 -1.5727
H: 1.0183 0.1199 -2.7803
H: -0.3060 -0.7490 -3.5507
H: 0.8669 2.4070 -3.0396
H: -1.2931 -1.8906 -1.6934
H: 0.0713 -1.7369 -0.9855
H: -2.6595 -0.8972 -0.0204
H: -1.5185 -2.5373 1.9956
H: -0.6884 -3.0021 0.3935
H: -2.4795 -3.1661 0.4742
H: 2.5155 -3.1975 -0.6117
H: 2.2294 -2.6039 -1.9155
O: 1.9795 -2.7374 -1.0759
H: 2.4268 3.3676 0.0504
H: 2.4388 2.1461 -0.8875
O: 2.0154 2.9245 -0.6044
H: -2.5313 0.7096 3.6319
H: -2.2341 0.0698 2.1122
O: -2.1906 0.8131 2.7146
H: 0.0323 -0.9168 2.2076
H: 0.4084 0.1144 3.2923
O: 0.6329 -0.2053 2.4566
H: 2.7122 0.3628 1.3199
H: 3.5492 -0.5429 0.2278
O: 2.6494 -0.0645 0.4129
H: -0.7887 2.6689 2.7998
H: -1.5023 2.9212 1.5603
O: -0.6767 2.8347 1.8402

Energy ... -1126.2009 Eh
LUMO level ... -2.5 eV
Energy relative to the best compared isomer or geometry (same formula, charge and spin) ... 3.972 eV
Spin multiplicity ... 1
Orbital gap ... 9.85 eV
Total charge ... +1

Mulliken population analysis, charges in e, atoms 1 to 4: number 1, N, carries 0.2858; number 2, C, carries 0.0342; number 3, C, carries -0.8298; number 4, S, carries -0.1452

No. 3
The following is a quantum chemistry calculation of a cluster of 10 separate species, C4H25N2O9 in total in a non-equilibrium geometry, from the OMol25 dataset.

Positions of all 40 atoms, in Å:
C: -3.3947 -0.5164 -0.4918
C: -1.9667 -0.6230 -0.9362
C: -1.2144 -0.1000 -1.9851
N: -0.0113 -0.7045 -1.6893
C: 0.1433 -1.4781 -0.6455
N: -1.1807 -1.5053 -0.1748
H: -3.6168 -0.4997 0.5214
H: -4.0296 -1.2756 -0.9385
H: -3.8527 0.4202 -0.8175
H: -1.3079 0.8180 -2.5869
H: 0.8305 -0.3884 -2.2797
H: 1.0447 -1.9897 -0.2019
H: -1.3305 -1.9302 0.7702
H: 0.9874 2.8893 0.7787
H: 0.0983 2.3702 -0.3054
O: 0.0364 2.7299 0.5974
H: -1.7984 3.1252 3.1786
H: -1.6416 2.5340 1.7189
O: -1.7397 2.3552 2.6361
H: -2.4119 -3.4075 2.7592
H: -1.7101 -1.9966 3.0899
O: -2.0074 -2.5961 2.3591
H: 4.6838 0.4844 -1.0228
H: 3.4512 1.2140 -0.4561
O: 3.9706 1.0563 -1.2155
H: -0.8754 0.3162 3.1200
H: -2.0086 -0.1758 4.0872
O: -1.1969 -0.4167 3.5876
H: 0.4663 2.0350 -3.3095
H: 0.7426 3.4711 -3.1905
O: 1.1051 2.6208 -2.9457
H: 2.8952 -3.3889 -1.6055
H: 1.9066 -4.4294 -0.8759
O: 2.3749 -3.6105 -0.8132
H: 0.4151 1.1340 2.2964
H: 1.4510 1.8140 2.9592
O: 1.3640 1.4218 2.0461
H: 3.5310 -1.1971 -2.7950
H: 3.0314 0.1699 -2.7243
O: 2.7658 -0.7496 -2.4990

Energy ... -953.8131 Eh
LUMO level ... -2.4 eV
Energy relative to the best compared isomer or geometry (same formula, charge and spin) ... 2.897 eV
Spin multiplicity ... 1
Orbital gap ... 10.62 eV
Total charge ... +1

Mulliken population analysis, charges in e, atoms 1 to 4: number 1, C, carries -1.3433; number 2, C, carries 0.6072; number 3, C, carries -0.6048; number 4, N, carries 0.1427

No. 4
The following is a quantum chemistry calculation of a cluster of 9 separate species, C4H25N2O9S in total in a non-equilibrium geometry, from the OMol25 dataset.

Positions of all 41 atoms, in Å:
N: -0.4449 0.8662 -0.3301
C: -1.0302 -0.4096 -0.7721
C: -0.7169 -0.6896 -2.2534
S: -1.5642 0.3098 -3.4920
C: -0.4615 -1.5348 0.0608
N: -1.2027 -2.6264 0.3601
C: -2.5216 -2.8675 -0.2595
O: 0.6650 -1.4392 0.5545
H: 0.3818 1.0221 -0.8973
H: -1.1120 1.5665 -0.6532
H: -2.1080 -0.5041 -0.6531
H: 0.3671 -0.6762 -2.4127
H: -0.9775 -1.7482 -2.4317
H: -0.8311 -3.2342 1.0658
H: -2.9266 -3.8284 0.0605
H: -3.2334 -2.1536 0.1593
H: -2.3167 -2.8879 -1.3242
H: -2.8756 2.8996 -2.2022
H: -2.7274 1.3725 -2.1496
O: -3.1104 2.1589 -1.6380
H: 3.6692 -1.6631 0.6060
H: 2.3686 -0.8688 0.2051
O: 3.3311 -0.9111 0.1232
H: 2.1530 3.5796 1.9010
H: 0.6213 3.3107 1.6733
O: 1.3676 3.8620 1.4359
H: 3.3783 1.2362 1.3652
H: 1.8769 1.3483 1.2882
O: 2.6153 1.5804 1.8466
H: 2.1806 -1.2907 2.2363
H: 2.9872 -0.3367 3.1187
O: 3.0047 -1.2142 2.7279
H: -0.4577 1.5437 3.1719
H: -0.4999 1.0192 1.7230
O: 0.0946 1.3526 2.4113
H: -4.5744 0.6084 -0.3693
H: -3.2477 0.9302 0.1665
O: -4.0805 0.5376 0.4552
H: 3.8313 0.0530 -3.0713
H: 3.7776 -0.2948 -1.5420
O: 4.3495 0.0217 -2.2648

Energy ... -1352.3556 Eh
LUMO level ... 2.7 eV
Energy relative to the best compared isomer or geometry (same formula, charge and spin) ... 1.515 eV
Spin multiplicity ... 1
Orbital gap ... 6.74 eV
Total charge ... -1

Mulliken population analysis, charges in e, atoms 1 to 4: number 1, N, carries -0.2335; number 2, C, carries 0.1805; number 3, C, carries -0.7818; number 4, S, carries -0.5806

No. 5
The following is a quantum chemistry calculation of a cluster of 9 separate species, C4H25NO10 in total in a non-equilibrium geometry, from the OMol25 dataset.

Positions of all 40 atoms, in Å:
C: -2.7653 -1.8221 -0.8523
C: -2.8169 -0.3372 -1.2062
C: -3.3290 0.4741 -0.0070
N: -1.4809 0.1779 -1.4010
C: -0.4464 -0.1595 -0.6570
O: 0.7076 0.3156 -0.7732
O: -0.5563 -1.1862 0.1243
H: -3.7439 -2.3233 -0.9612
H: -2.5957 -1.8585 0.3334
H: -2.0002 -2.4031 -1.3652
H: -3.6020 -0.0810 -2.0039
H: -3.0213 0.1399 0.9826
H: -4.5023 0.6068 -0.1478
H: -2.9871 1.5339 0.1312
H: -1.2058 0.8008 -2.3347
H: -0.4238 -0.9320 1.1072
O: 4.2252 0.6103 2.3085
H: 4.0680 0.3292 1.4328
H: 3.6961 1.4693 2.1350
O: 1.6645 2.6226 -0.9647
H: 2.0996 2.0582 -0.3224
H: 0.8800 2.0322 -0.8771
O: -0.3513 -0.4198 2.3940
H: -0.5812 0.5063 2.5637
H: 0.5575 -0.7650 2.6922
O: -0.4997 2.5337 1.4961
H: -0.5803 2.1589 0.6538
H: -0.1740 3.4162 1.4942
O: 1.2977 -3.0905 -0.6004
H: 1.0942 -2.2969 -0.0107
H: 0.6331 -3.7788 -0.4335
O: 0.2083 1.2894 -3.6006
H: 0.6178 1.7322 -2.9732
H: 0.3882 1.7340 -4.3422
O: 2.9898 -0.5073 -0.0548
H: 2.0831 -0.0958 -0.3463
H: 3.0799 -1.4404 -0.3717
O: 2.2185 -1.2339 2.5012
H: 2.7589 -0.5114 2.6885
H: 2.3956 -1.2989 1.5682

Energy ... -974.5030 Eh
LUMO level ... 0.2 eV
Energy relative to the best compared isomer or geometry (same formula, charge and spin) ... 3.792 eV
Spin multiplicity ... 1
Orbital gap ... 10.54 eV
SMILES string ... CC(C)NC(=O)O.O.O.O.O.O.O.O.O

Mulliken population analysis, charges in e, atoms 1 to 4: number 1, C, carries -1.1612; number 2, C, carries 0.3085; number 3, C, carries -1.2047; number 4, N, carries 0.1487

No. 6
The following is a quantum chemistry calculation of a cluster of 9 separate species, C4H25NO8 in total in a non-equilibrium geometry, from the OMol25 dataset.

Positions of all 38 atoms, in Å:
C: -1.1926 1.6998 -0.8092
N: -1.5613 0.9777 0.4452
C: -0.8798 -0.3380 0.3831
C: 0.2303 -0.2804 -0.6312
C: 0.1340 1.0995 -1.2993
H: -1.1016 2.7425 -0.5114
H: -2.0494 1.3579 -1.4293
H: -1.3492 1.5775 1.2586
H: -1.6572 -1.0339 0.0950
H: -0.6162 -0.6321 1.4042
H: 1.2333 -0.3249 -0.1959
H: 0.2064 -1.1052 -1.3428
H: 0.2177 1.2125 -2.3767
H: 0.8062 1.7971 -0.7846
H: -2.5682 -0.1519 2.7445
H: -2.8099 -1.5588 3.3087
O: -2.5574 -0.6630 3.5556
H: 3.2085 -1.0666 0.2150
H: 3.3924 -0.1594 -1.0130
O: 3.7998 -0.4206 -0.1839
H: 3.2223 1.0789 0.5520
H: 3.2748 2.6713 0.8364
O: 2.8393 1.9628 0.3625
H: 1.2534 -2.7638 2.3283
H: 0.2363 -2.0926 3.3230
O: 0.8791 -1.9392 2.6426
H: -2.9949 -1.1866 -1.1585
H: -3.6261 -0.1042 -0.3315
O: -3.4956 -0.3840 -1.2392
H: 1.6706 -0.6728 -2.5485
H: 2.4623 0.6715 -2.3761
O: 2.4066 -0.1591 -2.8577
H: -1.5273 -2.2784 -2.1515
H: -1.5451 -3.5684 -1.4639
O: -0.9433 -3.0301 -1.9927
H: 0.7346 2.2159 1.7588
H: 0.2658 2.6166 0.3272
O: 0.0015 2.2328 1.1561

Energy ... -823.6774 Eh
LUMO level (alpha / beta) ... -3.2 / -6.8 eV
Energy relative to the best compared isomer or geometry (same formula, charge and spin) ... 2.204 eV
Spin multiplicity ... 2
Orbital gap (alpha / beta) ... 11.59 / 7.94 eV
Total charge ... +1
⟨S²⟩ ... 0.754

Mulliken population analysis, charges in e, atoms 1 to 4: number 1, C, carries -1.3246; number 2, N, carries -0.0156; number 3, C, carries -0.7409; number 4, C, carries 0.5641

No. 7
The following is a quantum chemistry calculation of a cluster of 10 separate species, C4H26BF4O9 in total in a non-equilibrium geometry, from the OMol25 dataset.

Positions of all 44 atoms, in Å:
B: 18.8906 12.3992 -12.0148
F: 17.7371 12.7293 -12.7252
F: 20.0020 12.9640 -12.6875
F: 18.9015 12.8142 -10.6842
F: 19.0643 10.9834 -12.0541
C: 17.3131 13.0196 -16.4920
O: 17.4861 13.6922 -15.2637
H: 16.4232 13.2967 -17.0662
H: 18.1197 13.4225 -17.1156
H: 17.3741 11.9351 -16.4119
H: 17.5223 13.0950 -14.5062
C: 16.9837 9.5434 -9.4843
O: 16.6400 10.6093 -10.3582
H: 17.3599 8.7357 -10.1250
H: 17.7945 9.8289 -8.8095
H: 16.1061 9.2455 -8.9145
H: 17.4443 11.0673 -10.6236
C: 19.5092 10.3162 -15.1845
O: 19.3657 9.5564 -16.3816
H: 18.5765 10.7719 -14.8577
H: 19.8830 9.7037 -14.3662
H: 20.3154 11.0320 -15.3755
H: 18.9526 10.1016 -17.0542
C: 17.4560 15.2116 -8.6830
O: 18.6670 14.7478 -8.1218
H: 17.5483 15.9089 -9.5204
H: 16.8885 14.3463 -9.0428
H: 16.7934 15.7025 -7.9690
H: 19.0567 14.1596 -8.7766
O: 21.3289 14.6982 -14.3851
H: 22.1354 14.1741 -14.3411
H: 20.6206 14.0680 -14.1913
O: 20.3333 10.4452 -9.2512
H: 20.3373 10.4487 -10.2154
H: 20.1735 11.3641 -9.0091
O: 22.5218 13.4572 -11.3108
H: 22.6502 12.5795 -10.9350
H: 21.6535 13.3996 -11.7388
O: 18.2675 15.5448 -12.2179
H: 18.4735 15.3209 -13.1327
H: 18.3894 14.7212 -11.7322
O: 21.6570 10.5747 -12.3901
H: 21.8605 10.6716 -13.3242
H: 20.6928 10.7365 -12.3309

Energy ... -1269.7531 Eh
LUMO level ... 2.6 eV
Energy relative to the best compared isomer or geometry (same formula, charge and spin) ... 0.705 eV
Spin multiplicity ... 1
Orbital gap ... 10.03 eV
Total charge ... -1

Mulliken population analysis, charges in e, atoms 1 to 4: number 1, B, carries 0.5577; number 2, F, carries -0.3698; number 3, F, carries -0.1035; number 4, F, carries -0.1403

No. 8
The following is a quantum chemistry calculation of a cluster of 14 separate species, C4H26BO21 in total in a non-equilibrium geometry, from the OMol25 dataset.

Positions of all 52 atoms, in Å:
O: -3.3207 -0.3008 -0.8751
C: -2.1219 -0.3707 -0.8974
O: -1.2828 0.5579 -0.4861
B: 0.1258 0.1201 -0.7088
O: 0.0004 -1.1484 -1.4221
C: -1.2631 -1.5198 -1.4963
O: -1.6813 -2.5832 -1.8514
O: 0.8867 0.0059 0.5465
C: 1.8396 0.9174 0.5562
O: 2.6516 1.1361 1.4066
C: 1.7937 1.6715 -0.7977
O: 0.7961 1.1647 -1.5115
O: 2.5602 2.5300 -1.1244
O: 5.3522 3.2397 -1.0419
H: 4.4210 3.1505 -0.8001
H: 5.8250 2.7373 -0.3727
O: 1.1915 -2.1560 -4.4257
H: 0.9105 -1.7161 -3.6171
H: 1.0102 -3.0861 -4.2556
O: -1.1340 -1.2838 2.8401
H: -1.0042 -1.9474 3.5231
H: -0.4091 -0.6518 2.9564
O: 3.5039 2.0540 4.1575
H: 2.8230 2.6671 4.4452
H: 3.2218 1.8003 3.2699
O: 4.4975 -1.3572 -0.6000
H: 3.9925 -0.5422 -0.5366
H: 4.5512 -1.5342 -1.5439
O: -4.8901 -2.3950 -2.1602
H: -5.8000 -2.2998 -1.8666
H: -4.4913 -1.5281 -1.9965
O: -3.7925 -0.7411 2.0979
H: -2.9282 -0.8909 2.5135
H: -3.6918 -1.1055 1.2140
O: -0.8922 3.5879 -1.7136
H: -0.3659 4.3606 -1.4932
H: -0.2884 2.8392 -1.6410
O: -0.0728 -5.0998 -2.2062
H: -0.3809 -4.7986 -1.3496
H: -0.8819 -5.2868 -2.6899
O: -3.8818 2.6567 -0.0116
H: -3.2146 2.2135 -0.5434
H: -4.1117 2.0101 0.6634
O: -2.3852 -4.9894 -0.2818
H: -2.1988 -4.1335 -0.6923
H: -2.8723 -4.7595 0.5143
O: 0.4619 1.0764 3.5774
H: 0.5153 1.0563 2.6136
H: -0.0386 1.8753 3.7695
O: 1.8392 4.0725 2.2461
H: 2.2570 4.0025 1.3813
H: 2.3679 4.7224 2.7175

Energy ... -1773.2822 Eh
LUMO level ... 1.9 eV
Energy relative to the best compared isomer or geometry (same formula, charge and spin) ... 0.600 eV
Spin multiplicity ... 1
Orbital gap ... 10.27 eV
Total charge ... -1

Mulliken population analysis, charges in e, atoms 1 to 4: number 1, O, carries -0.6142; number 2, C, carries 0.7343; number 3, O, carries -0.2618; number 4, B, carries 1.3925